The following is a DFT calculation (ωB97M-V with the def2-TZVPD basis set) of one molecule with the formula C9H11N3.

The calculation puts the HOMO-LUMO gap at 9.384 eV. Its multiplicity is 1.

Geometry as XYZ:
```
23
Properties=species:S:1:pos:R:3:forces:R:3:nbo_charge:R:1
C -1.87782 2.87808 1.33373 0.015 -0.057 -0.225 -0.351
C -0.89867 2.69688 2.32464 0.046 -0.151 -0.246 -0.042
C -1.55293 1.97135 0.35632 -0.206 0.352 0.131 -0.012
C 1.54836 0.06910 0.21407 0.122 0.377 0.129 -0.228
C 0.25585 0.32730 0.13851 -1.805 -3.521 -2.892 0.160
C -0.79196 -0.86719 -0.88352 2.393 2.924 2.493 0.382
C 2.20847 -1.09249 -0.46371 -0.219 -0.229 0.037 -0.427
C 0.05274 -1.92891 -1.47851 0.095 -0.417 -0.152 -0.509
C 1.26048 -2.28136 -0.60997 0.099 0.098 -0.139 -0.378
N -0.04152 1.75917 1.98068 0.531 -0.043 0.713 -0.270
N -2.00050 -0.59634 -0.92042 -0.649 0.069 -0.016 -0.658
N -0.44537 1.31554 0.78238 -0.501 0.561 0.210 -0.227
H -2.69142 3.57522 1.33397 -0.157 0.069 -0.039 0.226
H -0.78925 3.20057 3.26474 0.041 0.091 0.190 0.206
H -2.01640 1.73810 -0.57704 -0.051 -0.050 -0.148 0.241
H 2.17980 0.73293 0.79122 -0.015 0.124 0.076 0.227
H 2.56041 -0.78300 -1.45590 0.085 -0.050 0.053 0.210
H 3.08738 -1.39267 0.11019 -0.003 0.031 -0.047 0.220
H -0.56177 -2.81855 -1.65874 -0.004 0.116 -0.063 0.224
H 0.40152 -1.56134 -2.45093 -0.013 -0.044 0.010 0.231
H 1.78959 -3.12624 -1.05767 -0.060 0.023 0.022 0.212
H 0.91694 -2.58747 0.38101 0.015 -0.038 -0.008 0.210
H -2.59394 -1.22867 -1.45504 0.240 -0.235 -0.089 0.353
```
Forces are in eV/Å.



The following is a DFT calculation (ωB97M-V with the def2-TZVPD basis set) of an isolated ion of composition C9H11N3O3PS and charge +1.

The calculation puts the HOMO-LUMO gap at 8.311 eV. Its multiplicity is 1. As for the total charge: +1.

Geometry as XYZ:
```
28
Properties=species:S:1:pos:R:3:forces:R:3:nbo_charge:R:1
O -3.55554 0.52903 -1.95021 0.191 -0.110 -0.052 -0.967
P -3.86714 -0.23093 -0.56141 -0.330 0.193 0.057 1.428
O -4.01764 0.95551 0.54651 0.177 -0.194 0.249 -0.981
C -2.10315 -0.67250 -0.14705 0.302 -0.173 -0.009 -0.094
C -1.24914 -1.23565 -1.08104 0.029 0.138 0.298 -0.224
C 0.07010 -1.47879 -0.73948 -0.006 0.117 0.160 -0.088
C 0.55766 -1.18657 0.53516 -0.352 0.170 0.071 -0.034
C 2.02196 -1.31173 0.83543 0.086 0.199 0.334 -0.448
C 2.63273 -0.24127 1.76307 -0.319 -0.285 -0.083 -0.521
S 2.02583 1.47945 1.63163 0.266 -0.059 0.229 0.316
C 1.51302 1.61050 -0.01322 -0.713 0.145 0.296 0.264
N 0.33822 2.05299 -0.35704 0.613 -0.433 -0.033 -0.317
N 0.33668 2.05845 -1.74525 0.138 -0.119 -0.086 -0.295
C 1.48631 1.61199 -2.10530 -0.247 0.133 -0.292 0.294
O 2.30051 1.30674 -1.06695 -0.265 0.132 -0.052 -0.410
C -0.35593 -0.71710 1.46751 0.320 -0.067 -0.537 0.099
N -1.62196 -0.47258 1.09770 0.100 -0.175 -0.062 -0.430
H -2.76752 1.09222 -1.96126 -0.039 0.123 -0.167 0.507
H -3.29164 1.59427 0.56948 -0.133 0.288 -0.063 0.495
H -1.61167 -1.42435 -2.07780 -0.051 -0.046 -0.130 0.263
H 0.75628 -1.86334 -1.47923 0.055 -0.063 -0.127 0.242
H 2.55640 -1.32982 -0.10608 0.109 0.074 -0.214 0.238
H 2.21220 -2.27700 1.30130 0.054 -0.153 0.072 0.259
H 3.71120 -0.28084 1.67856 0.162 0.140 -0.156 0.251
H 2.40903 -0.48123 2.79931 -0.040 -0.013 0.169 0.233
H 1.84261 1.47496 -3.10938 0.133 -0.061 -0.055 0.225
H -0.08195 -0.47459 2.47818 -0.073 0.041 0.201 0.244
H -2.24746 -0.08781 1.79686 -0.168 0.056 -0.021 0.450
```
Forces are in eV/Å.



These records have F_max values of 0.0953; 0.0153 hartree/bohr, in the order they appear.
These records have highest occupied orbital energy values of -8.5; -12.8 eV, in the order they appear.